[1]
C13H21N2O3P | ωB97M-V/def2-TZVPD

Properties
HOMO level = -9.123 eV
DFT total energy = -32234.81312 eV
ΔE to the lowest compared entry with this formula, charge and spin = 0.000 eV
SMILES = Cc1ccc(CC[P@@](=O)(O)CN2CCOCC2)cn1
frontier orbital gap = 9.8 eV

Last column: Mulliken charge in e.
Geometry (Å):
H1 0.973 -1.292 -0.305  0.395
C1 3.091 1.450 -0.117  0.633
H2 -3.212 0.800 -0.487  0.317
C2 4.402 1.625 -0.817  -1.218
C3 -0.043 -1.660 -0.149  -1.247
H3 -0.767 -1.305 -2.713  0.369
H4 0.325 -0.011 -2.141  0.410
H5 1.987 2.799 -1.378  0.404
C4 -1.682 0.646 -2.576  -0.517
O1 -3.013 0.207 -2.448  -0.410
C5 0.766 1.920 0.152  -0.338
C6 -2.357 -1.181 -0.568  -0.517
H6 4.299 1.421 -1.881  0.327
C7 -0.551 0.812 1.969  -0.505
H7 -1.526 0.847 -3.637  0.362
C8 -0.692 -0.405 -2.076  -0.761
C9 -0.641 -0.536 2.670  -1.214
H8 4.754 2.650 -0.703  0.308
H9 2.010 -0.260 2.403  0.438
C10 1.937 0.429 1.573  -0.267
H10 -1.157 -3.802 2.160  0.354
O2 -1.468 -2.966 1.805  -0.549
C11 0.736 1.042 1.233  0.587
N1 -0.986 -0.715 -0.686  0.654
H11 -0.678 1.602 2.720  0.537
C12 -3.300 -0.106 -1.106  -0.745
O3 1.018 -2.736 2.150  -0.812
H12 -1.370 0.903 1.253  -0.082
H13 -2.576 -1.373 0.482  0.322
C13 1.946 2.127 -0.534  -0.867
H14 -1.540 1.575 -2.004  0.235
H15 -1.661 -0.703 3.019  0.510
P1 -0.161 -2.010 1.660  0.891
H16 5.134 0.949 -0.387  0.340
H17 -4.333 -0.456 -1.087  0.374
H18 -0.137 2.435 -0.147  0.504
H19 -2.511 -2.115 -1.137  0.356
H20 -0.109 -2.660 -0.625  0.522
N2 3.069 0.627 0.920  -0.606
H21 0.022 -0.574 3.536  0.501


[2]
C5H9NO2 | ωB97M-V/def2-TZVPD

Properties
HOMO level = -8.717 eV
DFT total energy = -10914.83170 eV
ΔE to the lowest compared entry with this formula, charge and spin = 1.744 eV
SMILES = CC(=O)N(C)/C=C/O
frontier orbital gap = 9.5 eV

Last column: Mulliken charge in e.
Geometry (Å):
O1 1.059 -0.801 2.695  -0.502
N1 -0.028 0.796 -0.462  0.061
H1 -1.379 -1.986 0.231  0.299
H2 1.190 -1.448 0.789  0.444
C1 0.825 -0.606 1.363  0.113
H3 0.629 1.535 -2.287  0.329
H4 1.944 1.016 -1.236  0.320
C2 -1.736 -1.146 -0.367  -1.055
H5 1.077 2.526 -0.852  0.309
H6 -2.419 -1.554 -1.119  0.357
C3 -0.586 -0.474 -1.079  0.564
C4 0.965 1.510 -1.243  -0.881
H7 0.770 -0.019 3.195  0.307
C5 0.257 0.504 0.848  -0.725
H8 -2.296 -0.430 0.240  0.312
H9 0.024 1.331 1.517  0.327
O2 -0.295 -0.754 -2.234  -0.578


[3]
C2H5BS2 | ωB97M-V/def2-TZVPD

Properties
HOMO level = -9.098 eV
DFT total energy = -24502.46382 eV
ΔE to the lowest compared entry with this formula, charge and spin = 0.000 eV
SMILES = B1SCCS1
frontier orbital gap = 9.6 eV

Last column: Mulliken charge in e.
Geometry (Å):
H1 -1.954 0.559 -0.242  0.388
H2 2.503 1.330 -0.079  -0.062
S1 1.477 -0.969 -0.127  -0.155
B1 1.570 0.758 0.060  0.213
C1 -0.945 0.253 -0.289  -0.669
S2 0.026 1.673 0.175  -0.168
H3 -1.010 -1.890 -0.051  0.282
H4 -0.651 0.217 -1.329  0.319
C2 -0.400 -0.976 0.406  -0.448
H5 -0.617 -0.953 1.476  0.299


[4]
CH2N3O2 | ωB97M-V/def2-TZVPD

Properties
HOMO level = -14.983 eV
DFT total energy = -9621.42658 eV
ΔE to the lowest compared entry with this formula, charge and spin = 0.595 eV
SMILES = O=C=[NH+]NN=O
net charge = +1
frontier orbital gap = 8.2 eV

Last column: Mulliken charge in e.
Geometry (Å):
O1 2.793 0.136 0.255  -0.317
H1 0.507 0.391 1.154  0.188
C1 -1.696 0.079 0.111  0.567
H2 -0.716 -0.405 -1.401  0.359
N1 1.839 -0.141 -0.362  0.053
N2 0.631 0.003 0.227  0.190
O2 -2.787 0.096 0.416  -0.063
N3 -0.572 -0.159 -0.400  0.023


[5]
C28H62N3O2 | ωB97M-V/def2-TZVPD

Properties
HOMO level (spin up / spin down) = -8.130 / -8.130 eV
DFT total energy = -38601.61362 eV
spin multiplicity = 2
frontier orbital gap (spin up / spin down) = 8.7 / 8.1 eV

Last column: Mulliken charge in e.
Geometry (Å):
H1 -0.934 5.627 4.419  0.328
H2 -1.683 0.428 -0.219  0.381
H3 -3.914 0.320 1.201  0.279
H4 2.351 -2.931 -5.309  0.356
H5 -1.223 5.962 2.700  0.347
H6 -1.646 -5.652 2.902  0.381
H7 -0.547 2.370 0.850  0.330
H8 2.759 -1.513 -8.698  0.457
C1 0.136 -3.572 -0.504  1.493
H9 -5.241 0.724 3.429  0.357
H10 -0.937 -0.180 -8.334  0.401
C2 -0.134 -0.370 -7.616  -0.964
H11 -3.326 -1.594 4.260  0.101
H12 -5.563 -0.441 1.167  0.344
H13 -3.278 -1.606 -0.787  0.455
C3 0.604 -4.210 2.801  -1.283
H14 1.351 5.892 5.812  0.239
H15 0.625 -2.888 -5.388  0.314
H16 -2.560 -0.069 3.643  -0.020
N1 1.366 6.725 3.149  0.076
H17 -2.238 -4.010 3.472  0.272
H18 1.722 -1.272 -3.762  0.267
H19 1.192 2.092 1.544  0.290
C4 2.769 -1.460 -7.605  -0.332
C5 -0.479 -2.104 -0.631  -2.036
H20 3.562 5.050 3.622  0.261
H21 -0.434 -2.489 -7.448  0.338
C6 -1.907 -4.597 2.549  -1.374
C7 -0.681 5.321 3.401  -1.436
H22 -4.891 -2.599 1.013  0.358
H23 -5.555 -1.130 3.507  0.284
H24 2.176 -4.254 0.333  0.403
N2 1.604 -2.172 -7.094  0.150
H25 -1.044 4.298 3.269  0.358
H26 -3.668 -0.059 5.177  0.396
H27 2.300 -0.323 -5.125  0.314
H28 4.923 -1.548 -7.648  0.428
C8 0.134 1.677 1.451  -0.741
H29 4.733 6.037 2.755  0.397
C9 -0.634 -3.884 1.853  1.226
H30 0.652 0.364 -7.809  0.266
C10 -0.075 -4.263 -1.953  -1.508
C11 -1.427 -1.643 0.571  2.939
H31 0.993 4.929 2.159  0.405
C12 1.717 -3.446 -0.313  -1.489
H32 4.155 -3.116 -7.374  0.327
C13 -1.262 -0.062 0.725  -1.243
H33 0.325 -3.531 -2.716  0.243
H34 0.457 -5.262 -1.941  0.413
C14 -4.807 -0.313 3.226  -0.690
H35 0.435 -3.600 3.757  0.347
H36 1.328 4.727 3.874  0.250
C15 -4.528 -0.516 1.652  -0.509
H37 -2.812 -4.618 1.857  0.223
H38 0.381 -1.399 -0.849  0.377
C16 3.831 6.078 3.373  -0.963
H39 0.123 -1.834 2.217  0.475
C17 0.820 5.374 3.145  -0.272
H40 3.002 7.856 2.498  0.342
C18 -3.984 -1.988 1.355  -0.395
H41 -0.288 1.627 2.517  0.307
C19 4.094 -2.051 -7.140  -1.390
N3 -0.550 -4.460 0.475  0.657
H42 4.246 -1.921 -6.065  0.275
C20 1.517 -2.304 -5.644  -0.846
C21 -3.503 -0.468 4.131  -0.445
O1 0.120 0.327 0.942  -0.370
H43 0.488 -2.009 -8.837  0.413
H44 1.608 -3.885 2.400  0.343
H45 2.683 7.061 5.811  0.264
H46 1.544 8.515 4.219  0.363
C22 1.524 -1.024 -4.810  -0.801
H47 2.039 -2.426 0.087  0.283
C23 0.361 -1.807 -7.767  -0.677
C24 -2.913 -2.094 0.182  -1.251
H48 0.580 -5.295 3.131  0.292
H49 1.132 7.492 6.508  0.374
H50 -2.828 -3.209 -0.073  0.372
O2 0.043 -5.628 0.591  -0.616
H51 -1.132 -2.092 -1.574  0.136
C25 1.606 6.947 5.686  -0.943
H52 -1.189 -4.440 -2.111  0.343
H53 2.743 -0.394 -7.343  0.265
H54 0.562 -0.514 -4.837  0.222
C26 1.121 7.513 4.353  -0.703
H55 4.102 6.601 4.290  0.225
H56 2.195 -3.542 -1.343  0.347
H57 2.700 6.408 1.590  0.399
C27 -0.874 -2.306 1.910  -1.823
H58 -1.590 -2.062 2.766  0.143
C28 2.722 6.803 2.613  -0.672
H59 -0.548 -0.186 -6.624  0.218
H60 -3.639 -2.492 2.315  0.037
H61 -1.831 0.297 1.652  0.171
H62 0.043 7.687 4.431  0.359


[6]
C46H51ClF11N6O34 | ωB97M-V/def2-TZVPD

Properties
HOMO level = -11.481 eV
DFT total energy = -169480.00207 eV
net charge = +1
frontier orbital gap = 7.9 eV

Last column: Mulliken charge in e.
Geometry (Å):
C1 -3.402 -1.245 -0.395  -0.126
H1 1.407 0.268 -1.215  0.305
H2 4.789 -6.791 5.815  0.287
C2 -4.959 -2.901 2.846  -0.050
O1 5.029 -6.561 -0.299  -0.331
C3 4.189 -5.522 -0.002  0.493
H3 5.109 6.110 -5.136  0.312
H4 -1.085 -3.452 -0.058  0.323
O2 8.150 10.927 -7.552  -0.301
H5 -3.673 -1.864 -5.818  0.405
C4 1.597 -4.272 2.301  0.167
H6 -2.603 -0.979 -4.552  0.055
H7 -6.947 -1.209 -4.554  0.286
C5 2.035 2.831 -2.113  0.577
C6 -1.990 1.166 -1.448  -0.450
H8 1.571 -5.339 2.063  -0.431
H9 -4.818 -1.990 2.256  0.055
O3 5.169 8.907 -2.592  -0.579
F1 6.821 -8.829 5.433  -0.290
H10 3.455 2.130 0.120  0.312
O4 1.471 9.426 -0.763  -0.316
H11 2.328 6.613 -3.930  0.222
C7 -0.142 1.381 4.796  0.500
H12 6.193 9.788 -5.271  0.047
H13 -1.169 -10.021 4.057  0.297
O5 2.112 10.298 1.221  -0.308
C8 4.700 -7.875 5.708  -0.462
C9 -3.473 4.185 2.140  0.642
N1 -2.776 -3.237 -4.364  -0.063
C10 3.371 6.294 -3.830  -0.256
H14 1.130 -4.768 4.374  0.341
F2 -6.458 -1.589 4.078  -0.274
O6 2.894 -9.928 3.679  -0.554
H15 3.395 5.211 -3.681  0.122
O7 1.846 3.748 -2.896  -0.565
H16 4.559 -8.551 -0.644  0.326
C11 -1.193 -8.938 3.908  -0.599
O8 -3.110 4.175 0.976  -0.590
C12 6.945 11.533 -7.743  0.642
C13 3.744 -9.302 4.289  0.726
H17 -6.147 -3.512 4.571  0.283
H18 -1.534 2.200 -1.784  0.363
O9 -8.062 2.110 -3.259  -0.569
O10 4.499 -4.346 -0.093  -0.554
C14 -3.124 1.119 -0.315  -0.072
O11 -7.177 -4.899 1.208  -0.552
H19 -7.311 0.712 -0.639  0.265
C15 4.342 -7.744 0.060  -0.238
C16 -2.288 -1.488 -1.523  0.231
F3 2.936 -3.909 4.188  -0.321
H20 -5.771 -1.318 -6.029  0.429
H21 2.429 -3.811 1.759  0.179
H22 1.283 1.086 0.359  0.023
H23 -5.235 -2.656 -3.609  0.294
H24 -0.600 -5.911 -0.983  0.402
H25 -0.644 -0.322 -2.953  0.586
H26 -2.236 -8.620 3.809  0.304
C17 1.219 10.370 0.194  0.639
C18 0.870 2.006 2.945  0.496
O12 -0.779 -1.891 2.832  -0.498
H27 -6.687 1.202 -5.606  0.330
F4 3.493 6.789 -6.116  -0.292
C19 0.137 -2.695 2.888  0.383
H28 -4.671 -0.982 -2.879  -0.398
O13 5.077 -9.586 4.251  -0.306
O14 5.974 10.994 -6.944  -0.310
H29 -0.029 0.295 4.883  0.056
C20 3.106 1.512 -0.714  0.505
C21 4.218 6.727 -4.977  0.295
N2 -1.963 -2.888 -1.981  0.396
H30 5.984 -7.767 3.948  0.239
O15 3.478 -8.225 5.089  -0.248
C22 -2.173 -3.681 -3.227  0.451
N3 -1.358 -3.708 -1.035  0.002
C23 -3.917 3.508 4.216  -0.334
N4 -3.896 -0.010 0.275  -0.283
O16 1.124 2.077 1.754  -0.674
O17 0.388 -3.640 1.931  -0.038
H31 -2.998 3.542 4.811  0.158
Cl1 -2.919 -4.436 -5.649  0.004
C24 4.624 8.046 -3.263  0.624
O18 3.964 6.969 -2.739  -0.251
O19 -0.365 1.728 3.448  -0.052
H32 -5.396 2.387 -3.628  0.317
O20 -3.797 5.314 2.831  -0.313
C25 -4.806 -1.591 -3.867  0.615
O21 1.030 -2.767 3.915  -0.335
C26 -7.379 0.173 -1.696  -0.605
C27 2.738 9.044 1.075  0.330
F5 -1.206 1.792 5.523  -0.300
O22 -0.599 -8.264 5.000  -0.335
O23 4.605 8.036 -4.625  -0.171
C28 -5.794 0.753 -4.960  -0.600
C29 -1.471 -0.216 -2.131  -0.530
C30 5.711 -8.438 4.769  0.350
O24 3.241 2.226 -1.922  -0.355
O25 1.065 2.292 -1.314  -0.204
O26 0.605 -6.325 5.146  -0.645
H33 6.316 8.970 -6.845  0.159
H34 0.545 -9.122 2.603  0.162
H35 2.212 8.298 1.680  0.273
H36 -3.416 2.180 0.154  0.088
H37 8.364 10.832 -5.510  0.300
O27 -3.612 3.062 2.909  -0.147
C31 1.653 1.183 -0.665  -0.151
C32 0.060 -7.186 4.475  0.546
F6 3.853 0.388 -0.798  -0.301
C33 -6.184 -2.856 3.695  0.243
O28 1.794 2.187 3.938  -0.320
C34 2.679 8.793 -0.393  -0.106
H38 -4.054 -3.083 3.432  0.207
H39 -6.652 -0.746 -1.710  0.066
H40 4.657 -8.056 1.061  0.099
H41 4.746 -8.331 6.703  0.267
C35 2.915 -7.316 0.012  0.181
H42 -4.803 1.095 -5.525  0.316
O29 2.963 -5.962 0.398  -0.018
F7 4.019 9.157 1.494  -0.279
O30 0.303 11.174 0.138  -0.544
C36 6.563 9.884 -6.295  -0.068
C37 8.015 10.213 -6.344  0.341
O31 -7.204 -3.286 2.823  -0.306
C38 -3.367 -1.889 -4.663  -0.730
C39 1.080 2.154 5.158  -0.452
F8 -4.222 5.695 4.996  -0.296
F9 2.178 -7.993 0.921  -0.221
H43 2.653 7.727 -0.632  0.235
H44 1.665 1.665 5.941  0.298
N5 -1.646 -5.094 -3.044  -0.561
C40 -7.072 1.271 -2.881  0.287
H45 3.511 9.254 -0.935  0.051
N6 -5.714 1.377 -3.565  -0.130
H46 -8.497 -0.222 -1.765  0.317
C41 -6.588 -4.121 1.939  0.618
H47 2.455 -7.401 -0.979  0.249
C42 1.656 -4.021 3.770  0.622
H48 0.855 3.178 5.475  0.299
H49 -3.925 -2.238 0.018  0.337
H50 -4.627 2.835 4.704  0.294
H51 -5.570 4.858 3.764  0.295
C43 -5.868 -0.883 -4.943  -0.810
C44 -4.494 4.860 3.969  0.272
O32 -5.227 -3.984 1.978  -0.227
C45 -1.131 -5.086 -1.621  -0.158
F10 8.762 9.090 -6.428  -0.282
O33 6.755 12.449 -8.526  -0.536
C46 -0.345 -8.505 2.761  0.470
F11 -1.071 -8.443 1.622  -0.320
O34 0.041 -7.196 3.113  0.008


Molar mass across the listed records, respectively: 284.30, 115.13, 104.01, 88.05, 472.82, 1476.35 g/mol.